Computed, not measured: a molecular structure, C34H39BiN4O5Sb2 in a non-equilibrium geometry, with ωB97M-V with the def2-TZVPD basis set.

Last column: Löwdin charge in e.
Element x y z (Å)
Bi1 -1.57139 -0.29746 -1.07594  1.870
O1 -2.70392 3.85369 -0.08551  0.048
C1 -2.40110 2.66731 -0.09765  -0.472
N1 -1.96709 1.93663 -1.15682  -0.079
C2 -1.90330 2.46509 -2.46700  -0.235
C3 -1.87695 3.83054 -2.76464  -0.014
C4 -1.81391 4.27287 -4.07503  -0.086
C5 -1.74731 3.36117 -5.11388  -0.085
C6 -1.77836 2.00295 -4.84709  -0.024
C7 -1.86214 1.53377 -3.53453  -0.232
N2 -1.90428 0.16629 -3.19385  -0.067
C8 -2.13964 -0.83923 -4.08020  -0.455
O2 -2.25253 -0.76292 -5.29087  0.078
C9 -2.29185 -2.18681 -3.41500  -0.227
C10 -1.93510 -3.33769 -4.10017  0.023
C11 -2.03871 -4.55113 -3.44635  -0.024
C12 -2.55789 -4.58527 -2.15696  -0.050
C13 -2.91313 -3.39253 -1.55961  -0.141
N3 -2.77365 -2.21605 -2.17265  -0.037
C14 -2.51419 1.92353 1.21913  -0.239
C15 -2.51165 2.67772 2.38851  -0.010
C16 -2.54890 2.02016 3.60429  -0.046
C17 -2.64820 0.63523 3.61579  -0.046
C18 -2.71462 -0.02688 2.40372  -0.150
N4 -2.64240 0.59949 1.23131  -0.019
H1 -1.93939 4.53902 -1.95795  0.097
H2 -1.81879 5.33632 -4.27437  0.102
H3 -1.67026 3.70029 -6.13836  0.102
H4 -1.77209 1.28848 -5.65212  0.099
H5 -1.54066 -3.25345 -5.10171  0.130
H6 -1.69060 -5.45624 -3.92526  0.116
H7 -2.67508 -5.51718 -1.62218  0.109
H8 -3.30577 -3.35616 -0.54893  0.111
H9 -2.46192 3.75339 2.31293  0.120
H10 -2.49073 2.57515 4.53142  0.113
H11 -2.67983 0.08711 4.54674  0.108
H12 -2.85151 -1.10200 2.35459  0.099
C19 2.79377 -0.19892 -1.77940  0.003
C20 1.52702 0.07327 -2.58635  -0.501
C21 1.81272 0.81721 -3.87653  0.006
O3 0.64721 0.83776 -1.73169  -0.154
C22 0.91094 -1.32486 -2.87473  -0.616
O4 1.31390 -1.97016 -3.82505  0.079
O5 0.05482 -1.71957 -1.99310  -0.323
H13 3.25457 0.73823 -1.46491  0.082
H14 3.50405 -0.76519 -2.37845  0.103
H15 2.53760 -0.78016 -0.88964  0.061
H16 2.34309 1.75045 -3.67518  0.096
H17 0.88848 1.03588 -4.41583  0.086
H18 2.42546 0.18919 -4.51846  0.096
H19 0.18936 1.49786 -2.28070  0.066
C23 1.53330 3.33168 3.47959  -0.342
Sb1 1.43285 2.03250 1.73664  1.323
C24 2.69150 3.42566 0.65234  -0.333
C25 3.06800 0.75543 2.46669  -0.329
C26 2.59546 -0.06185 3.61926  -0.297
C27 2.59169 0.54691 4.87807  -0.075
C28 2.13536 -0.09969 6.01157  -0.090
C29 1.67908 -1.40315 5.91240  -0.094
C30 1.71735 -2.04078 4.68672  -0.070
C31 2.16300 -1.40406 3.52417  -0.279
C32 2.20184 -2.22440 2.27407  -0.315
Sb2 0.40373 -2.10487 0.98180  1.294
C33 1.00480 -3.87041 -0.11802  -0.301
C34 -0.75631 -3.33901 2.36110  -0.327
H20 2.57672 3.50644 3.74119  0.002
H21 1.01612 2.90051 4.33433  -0.010
H22 1.07135 4.28680 3.22937  -0.001
H23 3.53478 3.73132 1.27007  0.004
H24 2.08481 4.30084 0.41680  0.000
H25 3.05584 2.99273 -0.27539  -0.020
H26 3.85413 1.44559 2.77047  0.063
H27 3.42221 0.16117 1.62638  0.037
H28 2.97042 1.55740 4.96904  0.097
H29 2.15048 0.40559 6.96866  0.101
H30 1.32210 -1.92875 6.78863  0.100
H31 1.39950 -3.07500 4.61570  0.105
H32 2.26774 -3.27970 2.53362  0.057
H33 3.05623 -1.96357 1.64926  0.050
H34 1.25491 -4.68320 0.56234  0.006
H35 1.86588 -3.62863 -0.73938  0.009
H36 0.19063 -4.16176 -0.77789  -0.013
H37 -0.27766 -4.31008 2.47350  0.003
H38 -1.76846 -3.48417 1.98211  -0.018
H39 -0.80353 -2.84366 3.33100  -0.012

Forces on atoms 1 to 3 (eV/Å):
0.6243 0.0304 -0.2003
0.0851 -0.1379 0.0029
-0.0226 0.1362 -0.1462

Molecular weight: 1036.21 g/mol
LUMO energy: -0.3 eV
Energy above the lowest of the compared OMol25 structures with the same formula, charge and spin: 0.263 eV
E_HOMO: -7.928 eV
E_tot: -71004.79600 eV
HOMO-LUMO gap: 7.67 eV


Computed, not measured: a molecular structure, C34H39BrCl3N9O4Rh in a non-equilibrium geometry, with ωB97M-V with the def2-TZVPD basis set.

Last column: Löwdin charge in e.
Element x y z (Å)
Rh1 0.21319 0.11232 -0.35006  1.227
C1 -1.37101 -4.40368 -2.21181  -0.016
N1 -1.48590 -2.99844 -1.84204  -0.088
C2 -2.61435 -2.30425 -2.44431  -0.021
C3 -0.73217 -2.45468 -0.88175  -0.387
N2 -1.10972 -1.34446 -0.22982  0.002
C4 -2.38715 -1.24222 0.36099  -0.202
C5 -2.99703 -2.39705 0.78746  -0.025
C6 -4.23583 -2.38087 1.45025  -0.057
C7 -4.82124 -1.19044 1.75139  -0.030
C8 -4.19195 0.02640 1.39410  -0.151
C9 -4.76220 1.25004 1.82524  -0.027
C10 -4.12562 2.42761 1.58439  -0.056
C11 -2.93606 2.42859 0.83459  -0.029
C12 -2.41337 1.27672 0.30608  -0.225
N3 -1.26755 1.37657 -0.52203  0.001
C13 -1.08870 2.43121 -1.31347  -0.375
N4 -2.09067 3.02614 -1.98498  -0.112
C14 -3.36755 2.37849 -2.25227  -0.020
C15 -2.06198 4.44706 -2.30505  -0.029
N5 0.15390 2.96164 -1.46033  -0.128
C16 1.14914 2.80510 -0.41080  -0.035
C17 0.68405 3.30850 -2.77432  -0.025
C18 -2.98080 0.01973 0.65053  -0.050
N6 0.42302 -3.09377 -0.56045  -0.146
C19 0.75359 -3.37762 0.83349  -0.020
C20 1.44351 -3.39603 -1.55586  -0.030
H1 -2.37085 -4.83857 -2.23647  0.101
H2 -0.76938 -4.94100 -1.48512  0.093
H3 -0.92441 -4.51106 -3.20139  0.100
H4 -3.54500 -2.61730 -1.96412  0.106
H5 -2.65303 -2.56122 -3.50242  0.103
H6 -2.49705 -1.22936 -2.35344  0.056
H7 -2.49475 -3.34564 0.63909  0.119
H8 -4.69198 -3.31480 1.74946  0.112
H9 -5.75414 -1.14913 2.29820  0.117
H10 -5.68920 1.21951 2.38290  0.118
H11 -4.52046 3.36101 1.96229  0.112
H12 -2.42416 3.36646 0.65701  0.124
H13 -3.24670 1.30128 -2.25314  0.075
H14 -3.69886 2.68962 -3.24282  0.103
H15 -4.11571 2.67708 -1.51469  0.097
H16 -1.21943 4.93147 -1.82117  0.094
H17 -2.98522 4.90381 -1.94340  0.100
H18 -2.00044 4.60814 -3.38271  0.097
H19 0.67180 2.80328 0.56707  0.096
H20 1.83703 3.65034 -0.45996  0.111
H21 1.77216 1.90730 -0.54970  0.058
H22 -0.08326 3.17784 -3.53246  0.094
H23 1.52498 2.65432 -3.01166  0.086
H24 1.03225 4.34293 -2.79008  0.101
H25 0.02921 -2.90138 1.49160  0.091
H26 1.74672 -3.02902 1.08205  0.078
H27 0.71321 -4.45980 0.98635  0.097
H28 1.06942 -3.17580 -2.55323  0.091
H29 1.73421 -4.44738 -1.50692  0.097
H30 2.31994 -2.77092 -1.37020  0.089
Cl1 1.08196 1.67145 4.85231  0.626
C21 0.47908 0.26505 3.95370  -1.523
Cl2 1.29203 -1.21198 4.53264  0.626
Cl3 -1.25122 0.11295 4.18270  0.641
C22 0.82098 0.39813 2.46831  -0.576
N7 -0.01859 0.38976 1.57021  0.047
Br1 8.74166 1.67051 0.81419  0.788
C23 6.92772 1.20006 0.97866  -0.681
C24 6.21595 1.62546 2.09244  -0.102
C25 4.88315 1.27569 2.21432  0.010
C26 4.27719 0.50687 1.22314  -0.122
C27 4.99928 0.09302 0.10670  0.009
C28 6.33210 0.43857 -0.01831  -0.101
C29 2.86434 0.11117 1.31357  -0.412
O1 2.22380 0.61140 2.37348  0.006
O2 2.30661 -0.59939 0.49718  0.006
H31 6.70261 2.21883 2.85302  0.108
H32 4.31545 1.59533 3.07741  0.125
H33 4.49795 -0.47776 -0.66377  0.118
H34 6.90682 0.12436 -0.87759  0.107
C30 -1.36440 -0.02083 -6.13484  -0.006
N8 -0.37590 0.00170 -5.06217  -0.045
C31 0.95712 0.02706 -5.32520  -0.050
C32 1.87218 0.08306 -4.34140  0.006
C33 1.38175 0.11100 -2.98820  -0.543
O3 2.12685 0.21435 -1.99160  -0.082
N9 0.04588 0.02900 -2.73376  0.138
C34 -0.86179 0.00132 -3.74628  -0.491
O4 -2.07743 -0.01614 -3.58262  -0.018
H35 -0.84064 -0.06852 -7.08600  0.091
H36 -1.98285 0.87407 -6.09988  0.097
H37 -2.01688 -0.88424 -6.02805  0.094
H38 1.23017 0.00284 -6.37201  0.132
H39 2.93054 0.11410 -4.54227  0.115

Forces on atoms 1 to 3 (eV/Å):
-0.3787 0.3862 -0.0448
0.0022 0.0163 0.0491
-0.0085 -0.0084 0.0359

Molecular weight: 926.91 g/mol
Total charge: +1
LUMO energy: -3.3 eV
E_HOMO: -9.902 eV
E_tot: -168105.23006 eV
HOMO-LUMO gap: 6.59 eV


Computed, not measured: a molecular structure, C34H39BrN4O2P2Ru in a non-equilibrium geometry, with ωB97M-V with the def2-TZVPD basis set.

Last column: Mulliken spin population.
Element x y z (Å)
Ru1 0.00953 1.56071 -2.93334  1.723
C1 -1.79411 1.57632 -6.55340  0.015
C2 -1.77292 0.28620 -6.20997  0.012
C3 -0.92545 -0.73931 -6.89019  -0.002
C4 0.53288 -0.26437 -7.13165  0.007
C5 1.12651 0.50056 -5.97241  -0.050
C6 0.78476 1.71483 -5.53615  0.002
C7 0.36042 2.81596 -6.43320  -0.054
C8 -0.79740 2.36056 -7.33724  -0.010
C9 0.70856 1.30155 -0.87248  -0.060
H1 -2.64771 2.17676 -6.26087  -0.006
H2 -2.57103 -0.13676 -5.59543  -0.013
H3 -1.40634 -0.98150 -7.85610  0.000
H4 -0.93013 -1.67040 -6.30304  0.001
H5 1.12551 -1.18346 -7.30340  0.000
H6 0.60016 0.30382 -8.07258  0.000
H7 1.92225 -0.06018 -5.47058  -0.002
H8 0.94578 2.08548 -4.49424  0.141
H9 1.22388 3.15186 -7.02971  -0.001
H10 0.05340 3.66228 -5.81308  0.006
H11 -1.29923 3.26736 -7.69356  0.001
H12 -0.42824 1.81566 -8.20531  0.000
H13 -0.10263 1.71026 -0.23933  0.017
H14 1.66504 1.83385 -0.68438  0.007
H15 0.79653 0.27167 -0.46859  -0.031
P1 1.37649 -0.28413 -2.62739  0.019
P2 -1.46108 -0.91463 -1.60471  0.306
N1 2.87103 0.72412 -3.14614  -0.005
N2 2.44959 -1.60040 -1.73689  0.025
N3 -2.32013 0.45846 -2.36207  0.035
N4 -2.81778 -2.01922 -1.40008  -0.018
C10 0.50283 -1.41090 -3.73789  0.000
C11 -0.86873 -1.75114 -3.14341  0.342
C12 2.66225 2.08261 -2.93312  0.072
C13 3.71936 2.81703 -3.42719  0.030
C14 4.65652 1.87860 -3.92661  -0.005
C15 4.11970 0.59540 -3.74750  0.011
C16 3.32204 -1.27232 -0.70868  0.001
C17 4.00329 -2.41484 -0.28022  0.005
C18 3.59690 -3.48149 -1.13461  0.002
C19 2.65725 -2.94770 -2.02657  0.005
C20 -1.83506 1.78413 -2.03544  -0.173
C21 -2.42006 2.68470 -3.00792  0.179
C22 -3.25017 1.92184 -3.83001  -0.034
C23 -3.17049 0.58318 -3.43173  0.190
C24 -4.09680 -2.11976 -1.94878  0.339
C25 -4.85386 -2.98047 -1.16325  0.159
C26 -4.01523 -3.43052 -0.09839  0.072
C27 -2.77669 -2.85235 -0.26761  0.314
H16 1.10109 -2.29890 -3.95922  -0.001
H17 0.32315 -0.93271 -4.70425  -0.025
H18 -1.69634 -1.52480 -3.82266  -0.031
H19 -0.89867 -2.80822 -2.86419  0.028
H20 1.73262 2.51881 -2.52630  -0.043
H21 3.73331 3.90292 -3.36439  0.000
H22 5.60390 2.16816 -4.36243  0.001
H23 4.52090 -0.37622 -4.01224  0.000
H24 3.38476 -0.25330 -0.37599  0.002
H25 4.72207 -2.47298 0.52549  0.000
H26 3.96761 -4.50205 -1.13590  0.000
H27 2.14476 -3.42772 -2.85038  0.000
H28 -1.82168 1.99173 -0.97352  0.044
H29 -2.27119 3.76931 -3.04595  -0.009
H30 -3.83686 2.28065 -4.67910  0.014
H31 -3.75329 -0.22499 -3.85226  0.015
H32 -4.39348 -1.56564 -2.82256  0.055
H33 -5.88817 -3.23627 -1.33718  0.000
H34 -4.27612 -4.06840 0.72713  0.000
H35 -1.90000 -2.89178 0.35502  0.060
Br1 -2.57178 2.48910 1.51468  0.003
C28 -2.34694 1.15776 2.84717  -0.001
C29 -2.66142 1.44348 4.19177  0.001
C30 -2.36317 0.52304 5.21317  -0.002
C31 -1.75139 -0.68720 4.87836  0.001
C32 -1.43751 -0.97843 3.55117  -0.004
C33 -1.81809 -0.11545 2.51308  0.035
C34 -1.33936 -0.53655 1.13223  0.016
O1 -0.29000 -1.19874 1.08856  0.026
O2 -2.05605 -0.21470 0.06007  0.236
H36 -3.12059 2.40031 4.45291  0.000
H37 -2.61262 0.76533 6.25029  0.000
H38 -1.50173 -1.39997 5.66071  0.000
H39 -0.90101 -1.89367 3.30524  0.000

Forces on atoms 1 to 3 (eV/Å):
1.2853 -1.5175 1.3971
-0.7160 -0.1224 0.2740
-0.6368 0.0621 -0.8962

Molecular weight: 778.63 g/mol
Total charge: +2
<S²>: 6.0675
LUMO energy (alpha / beta): -6.1 / -9.7 eV
Energy above the lowest of the compared OMol25 structures with the same formula, charge and spin: 0.000 eV
E_HOMO (alpha / beta): -12.832 / -12.834 eV
Spin multiplicity: 5
E_tot: -137122.38217 eV
HOMO-LUMO gap (alpha / beta): 6.74 / 3.15 eV


Computed, not measured: a molecular structure, C34H39CaIN8O2 in a non-equilibrium geometry, with ωB97M-V with the def2-TZVPD basis set.

Last column: Löwdin charge in e.
Element x y z (Å)
Ca1 0.38689 0.52859 1.06684  1.199
C1 2.88969 2.50774 0.92017  -0.142
N1 2.77753 1.06766 1.23598  -0.243
C2 3.23072 0.75846 2.61134  -0.110
C3 2.43956 -0.30017 3.38110  -0.279
C4 3.05092 -0.93636 4.45026  -0.001
C5 2.31594 -1.82062 5.22187  -0.026
C6 0.98244 -2.03350 4.91505  -0.034
C7 0.44475 -1.34327 3.84528  -0.132
N2 1.14759 -0.49697 3.08852  -0.063
C8 3.54947 0.31523 0.22909  -0.119
C9 3.46521 -1.17585 0.42192  -0.269
C10 4.57852 -1.98852 0.26799  -0.002
C11 4.43395 -3.35284 0.46668  -0.036
C12 3.19065 -3.84824 0.82406  -0.037
C13 2.13988 -2.95511 0.95498  -0.130
N3 2.26249 -1.64622 0.75018  0.088
C14 2.06671 2.92542 -0.28630  -0.268
C15 2.52358 3.90253 -1.15234  0.001
C16 1.68525 4.34185 -2.16669  -0.027
C17 0.42806 3.77933 -2.29382  -0.036
C18 0.06411 2.78297 -1.40651  -0.125
N4 0.85571 2.36227 -0.41946  0.011
H1 2.51230 3.07037 1.77738  0.093
H2 3.93540 2.80264 0.77291  0.136
H3 4.28909 0.47739 2.61583  0.138
H4 3.16340 1.67958 3.19690  0.125
H5 4.09368 -0.74738 4.66784  0.126
H6 2.77889 -2.33233 6.05485  0.122
H7 0.36833 -2.70801 5.49358  0.117
H8 -0.60021 -1.47005 3.58177  0.119
H9 3.15697 0.58418 -0.75711  0.132
H10 4.59984 0.63485 0.25023  0.135
H11 5.53817 -1.55956 0.01299  0.121
H12 5.28243 -4.01518 0.36121  0.119
H13 3.03681 -4.90162 1.01054  0.114
H14 1.15494 -3.30083 1.24965  0.114
H15 3.51142 4.32407 -1.02505  0.124
H16 2.01347 5.11418 -2.84942  0.122
H17 -0.25697 4.09473 -3.06711  0.115
H18 -0.89989 2.29363 -1.47804  0.109
C19 -0.19311 -3.28679 -1.67792  -0.023
C20 -1.45863 -2.49953 -1.50561  -0.279
N5 -2.55029 -2.94778 -2.09802  0.070
C21 -3.74140 -2.40228 -1.77597  -0.096
C22 -3.87987 -1.40159 -0.84155  -0.139
C23 -5.27721 -0.93260 -0.49615  -0.204
O1 -5.53897 -0.96971 0.89727  -0.042
C24 -2.71355 -0.82156 -0.28875  -0.047
C25 -2.89859 0.38129 0.54725  -0.053
N6 -2.01210 1.20291 0.99346  0.011
C26 -2.55981 2.44382 1.47988  -0.311
C27 -3.67810 3.00128 0.85680  -0.028
C28 -4.23602 4.19287 1.28617  -0.052
C29 -3.66942 4.87859 2.34595  -0.058
C30 -2.52300 4.37976 2.94358  -0.151
C31 -1.96721 3.18696 2.50341  -0.609
I1 -0.18316 2.63798 3.44573  1.098
C32 -1.46363 -1.33424 -0.68242  -0.327
O2 -0.34151 -0.77700 -0.36622  -0.295
H19 -0.24386 -3.91363 -2.57027  0.075
H20 -0.09946 -3.98116 -0.83937  0.090
H21 0.70355 -2.66995 -1.68058  0.066
H22 -4.61272 -2.81752 -2.26598  0.116
H23 -6.00183 -1.53274 -1.05051  0.125
H24 -5.42785 0.10327 -0.80884  0.127
H25 -5.75332 -1.87219 1.15498  0.106
H26 -3.94250 0.60340 0.74733  0.105
H27 -4.10325 2.50579 -0.00560  0.113
H28 -5.10539 4.58930 0.78027  0.117
H29 -4.09330 5.81021 2.69347  0.118
H30 -2.05384 4.92432 3.75070  0.094
N7 -1.60065 -2.56578 -4.94677  0.188
C33 -0.28543 -1.84081 -4.73330  -0.127
C34 -0.49754 -0.46785 -4.08090  -0.252
N8 0.64259 0.01964 -3.32582  0.040
H31 -1.46366 -3.45329 -5.43251  0.170
H32 -2.26129 -2.01591 -5.49742  0.169
H33 -2.04663 -2.79870 -4.02493  0.114
H34 0.19631 -1.77035 -5.70703  0.132
H35 0.29801 -2.50104 -4.09385  0.101
H36 -1.33068 -0.53210 -3.37601  0.107
H37 -0.79890 0.25061 -4.84856  0.120
H38 1.53280 -0.01884 -3.79716  0.083
H39 0.64670 -0.40203 -2.40335  0.040

Forces on atoms 1 to 3 (eV/Å):
0.2277 0.2029 0.5462
-0.0630 -0.0312 0.0444
0.2518 0.0918 0.0527

Molecular weight: 758.72 g/mol
Total charge: +2
LUMO energy: -5.0 eV
Energy above the lowest of the compared OMol25 structures with the same formula, charge and spin: 1.206 eV
E_HOMO: -12.708 eV
E_tot: -78437.91235 eV
HOMO-LUMO gap: 7.75 eV